A molecular structure, C11H7BrClIrNO6S. Source: the OMol25 dataset; level of theory: wB97M-V/def2-TZVPD.

Structure (XYZ):
```
29
Properties=species:S:1:pos:R:3:mulliken_charge:R:1
Ir -0.475 -0.085 -0.283 1.375
Br -0.560 -5.071 -4.674 -0.236
C -1.252 -4.056 -3.219 0.152
C -1.335 -4.642 -1.966 -0.516
C -1.852 -3.903 -0.916 -0.526
C -2.250 -2.587 -1.107 0.109
C -2.151 -2.016 -2.371 0.080
C -1.658 -2.753 -3.440 -0.514
C -2.832 -1.788 0.039 0.381
O -3.725 -2.261 0.714 -0.659
O -2.362 -0.580 0.208 -0.699
H -0.994 -5.657 -1.816 0.408
H -1.926 -4.338 0.072 0.420
H -2.451 -0.988 -2.521 0.442
H -1.586 -2.315 -4.426 0.433
O -0.319 0.588 -2.226 -0.545
C 0.937 0.729 -2.108 0.241
O 1.434 0.451 -0.988 -0.503
H 1.546 1.066 -2.947 0.364
S -1.133 2.061 0.174 -0.262
C -0.127 3.076 -0.728 0.481
N 0.554 3.790 -1.332 -0.606
Cl 0.309 0.267 3.171 -0.190
C 1.304 -1.175 2.880 -0.375
C 0.962 -2.025 1.643 0.432
O 1.592 -3.049 1.497 -0.602
O -0.009 -1.635 0.876 -0.662
H 1.231 -1.821 3.751 0.300
H 2.338 -0.852 2.779 0.276
```

## Properties
Gap between HOMO and LUMO, eV: 7.519
Energy relative to the best compared isomer or geometry (same formula, charge and spin), kcal per mole: 18.1
Highest occupied orbital energy, eV: -5.525
Net charge: -1

***

A molecular structure, C10H13N4O11P2Pm. Source: the OMol25 dataset; level of theory: wB97M-V/def2-TZVPD.

Structure (XYZ):
```
41
Properties=species:S:1:pos:R:3:mulliken_charge:R:1
Pm 0.011 0.263 1.010 0.782
O -2.639 -2.676 3.315 -0.476
C -1.705 -2.095 2.574 0.706
O -1.466 -0.908 2.638 -0.483
C -0.985 -3.053 1.657 -0.609
O 0.112 -2.417 1.068 -0.245
C 1.418 -2.873 1.454 -0.217
C 2.389 -1.701 1.375 0.333
O 3.502 -1.853 0.939 -0.642
O 1.845 -0.607 1.850 -0.547
H -3.055 -1.975 3.846 0.392
H -1.699 -3.352 0.885 0.291
H -0.695 -3.940 2.224 0.527
H 1.752 -3.666 0.787 0.242
H 1.415 -3.220 2.491 0.427
N -0.729 -0.447 -3.120 -0.301
C -1.043 0.851 -2.375 0.592
C -1.612 1.908 -3.302 -1.778
P 0.582 1.290 -1.576 0.973
O 1.518 1.812 -2.719 -0.554
O 0.284 2.212 -0.445 -0.564
O 0.994 -0.098 -1.098 -0.637
P -2.204 0.275 -0.982 1.069
O -3.628 0.226 -1.700 -0.599
O -2.175 1.193 0.191 -0.627
O -1.704 -1.106 -0.680 -0.730
H -0.388 -0.260 -4.062 0.378
H -1.529 -1.079 -3.152 0.355
H 0.001 -0.920 -2.560 0.280
H -0.930 2.121 -4.129 0.443
H -1.729 2.833 -2.736 0.430
H -2.587 1.625 -3.700 0.437
H 2.413 1.992 -2.341 0.481
H -4.217 0.936 -1.417 0.352
N 0.352 1.861 2.778 -0.602
C 1.408 2.243 2.453 0.533
C 2.652 2.651 1.979 0.753
C 3.459 3.462 2.820 -0.289
N 4.114 4.116 3.508 -0.534
C 3.084 2.303 0.669 0.334
N 3.411 2.072 -0.415 -0.677
```

## Properties
Gap between HOMO and LUMO (alpha / beta), eV: 7.192 / 7.199
Highest occupied orbital energy (alpha / beta), eV: -7.696 / -7.702
<S²>: 6.004
2S+1: 5

***

C4H6ClN in the gas phase. Source: the OMol25 dataset; level of theory: wB97M-V/def2-TZVPD.

Structure (XYZ):
```
12
Properties=species:S:1:pos:R:3:mulliken_charge:R:1
C -1.310 -0.053 0.599 -1.142
C -0.023 0.157 -0.363 0.772
C 1.243 0.145 0.400 -1.298
Cl -0.182 1.945 -0.945 -0.196
C 0.035 -0.718 -1.499 0.165
N 0.078 -1.461 -2.349 -0.380
H -0.995 -0.910 1.225 0.309
H -1.555 0.821 1.207 0.349
H -2.118 -0.425 -0.020 0.369
H 1.255 0.920 1.161 0.363
H 1.351 -0.852 0.741 0.364
H 2.220 0.431 -0.156 0.325
```

## Properties
SMILES: CC(C)(Cl)C#N
Gap between HOMO and LUMO, eV: 11.820
Energy relative to the best compared isomer or geometry (same formula, charge and spin), kcal per mole: 8.9
Highest occupied orbital energy, eV: -11.157

***

A molecular structure, C43H34N6P2Zn. Source: the OMol25 dataset; level of theory: wB97M-V/def2-TZVPD.

Structure (XYZ):
```
86
Properties=species:S:1:pos:R:3:mulliken_charge:R:1
Zn -0.394 0.586 0.766 0.544
C -0.553 -2.758 3.668 -0.682
C -0.960 -1.738 2.813 -0.139
N -0.069 -1.085 2.076 0.273
C 1.218 -1.453 2.157 -0.370
C 1.597 -2.476 3.010 -0.184
N 0.715 -3.120 3.768 -0.557
C 2.162 -0.705 1.283 0.300
C 3.520 -0.943 1.227 -0.402
C 4.320 -0.162 0.391 0.476
C 3.706 0.847 -0.351 -0.632
C 2.341 1.028 -0.251 0.967
N 1.593 0.253 0.542 0.118
C 1.599 2.108 -0.951 -0.133
C 2.096 2.769 -2.065 -0.503
N 1.432 3.764 -2.642 -0.534
C 0.273 4.108 -2.101 -0.566
C -0.255 3.429 -1.009 -0.224
N 0.401 2.422 -0.445 -0.053
C 5.778 -0.389 0.315 0.430
C 6.664 0.678 0.230 -0.503
C 8.023 0.404 0.170 -0.453
N 8.523 -0.827 0.175 -0.546
C 7.670 -1.843 0.249 -0.444
C 6.294 -1.679 0.329 -0.544
H -1.276 -3.284 4.277 0.523
H -2.001 -1.454 2.729 0.562
H 2.629 -2.786 3.102 0.425
H 3.976 -1.704 1.841 0.731
H 4.300 1.479 -0.995 0.521
H 3.038 2.484 -2.516 0.428
H -0.261 4.937 -2.548 0.446
H -1.216 3.701 -0.590 0.397
H 6.319 1.704 0.242 0.481
H 8.741 1.214 0.118 0.381
H 8.102 -2.836 0.241 0.379
H 5.649 -2.547 0.366 0.488
C -4.097 0.017 0.595 -1.059
P -2.643 1.044 0.250 0.660
C -2.907 2.612 1.116 0.483
C -4.057 3.386 0.936 -0.381
C -4.222 4.566 1.642 -0.864
C -3.253 4.983 2.546 -0.550
C -2.120 4.212 2.755 -0.946
C -1.954 3.033 2.043 0.128
C -2.615 1.269 -1.544 0.772
C -1.629 0.604 -2.272 -0.331
C -1.569 0.715 -3.652 -0.791
C -2.502 1.496 -4.319 -0.711
C -3.500 2.149 -3.607 -0.887
C -3.562 2.031 -2.226 -0.530
P -4.074 -1.582 -0.387 0.371
C -3.719 -2.783 0.945 0.685
C -2.796 -3.787 0.659 -0.544
C -2.519 -4.784 1.589 -0.623
C -3.163 -4.779 2.817 -0.727
C -4.077 -3.775 3.121 -0.780
C -4.355 -2.786 2.190 -0.095
C -5.870 -1.760 -0.665 0.564
C -6.468 -0.813 -1.501 -0.283
C -7.815 -0.895 -1.808 -0.694
C -8.578 -1.941 -1.303 -0.514
C -7.985 -2.901 -0.499 -0.694
C -6.636 -2.814 -0.179 -0.550
H -4.956 0.614 0.275 0.851
H -4.186 -0.142 1.671 0.716
H -4.841 3.068 0.263 0.245
H -5.115 5.158 1.495 0.451
H -3.389 5.903 3.098 0.421
H -1.372 4.522 3.472 0.461
H -1.060 2.442 2.236 0.211
H -0.909 -0.037 -1.769 0.281
H -0.806 0.186 -4.206 0.483
H -2.460 1.587 -5.396 0.438
H -4.235 2.747 -4.128 0.510
H -4.353 2.543 -1.695 0.227
H -2.312 -3.804 -0.311 0.430
H -1.818 -5.571 1.345 0.467
H -2.967 -5.566 3.534 0.439
H -4.594 -3.781 4.072 0.459
H -5.106 -2.039 2.422 0.416
H -5.870 -0.015 -1.932 0.379
H -8.269 -0.154 -2.453 0.414
H -9.629 -2.012 -1.547 0.396
H -8.572 -3.726 -0.119 0.413
H -6.189 -3.580 0.440 0.384
```

## Properties
Gap between HOMO and LUMO, eV: 6.299
Energy relative to the best compared isomer or geometry (same formula, charge and spin), kcal per mole: 9.2
Highest occupied orbital energy, eV: -12.920
Net charge: +2

***

2 unconnected molecules or ions with the total composition C4H9NO2. Source: the OMol25 dataset; level of theory: wB97M-V/def2-TZVPD.

Structure (XYZ):
```
16
Properties=species:S:1:pos:R:3:mulliken_charge:R:1
C 1.324 -0.904 1.279 -1.344
C 0.533 -0.336 0.107 0.653
C -0.679 0.470 0.562 -1.490
O -0.021 -1.382 -0.697 -0.580
H 0.663 -1.493 1.923 0.320
H 1.775 -0.105 1.879 0.347
H 2.137 -1.553 0.929 0.384
H 1.224 0.267 -0.514 0.205
H -1.287 -0.106 1.242 0.406
H -0.378 1.414 1.035 0.420
H -1.450 0.540 -0.238 0.368
H 0.695 -1.956 -0.997 0.330
N -1.501 0.785 -2.113 -0.680
C -1.081 1.738 -1.472 0.690
O -0.826 2.769 -0.980 -0.441
H -1.128 -0.151 -1.945 0.413
```

## Properties
SMILES: CC(C)O.N=C=O
Gap between HOMO and LUMO, eV: 11.063
Energy relative to the best compared isomer or geometry (same formula, charge and spin), kcal per mole: 45.4
Highest occupied orbital energy, eV: -10.367

***

A molecular structure, C58H47BiNOP3S. Source: the OMol25 dataset; level of theory: wB97M-V/def2-TZVPD.

Structure (XYZ):
```
112
Properties=species:S:1:pos:R:3:mulliken_charge:R:1
Bi -0.994 -0.699 0.340 1.567
C -0.332 1.102 4.276 -0.812
P -0.548 1.954 2.641 1.691
C 0.159 3.600 3.022 -0.236
C 1.057 4.171 2.127 -0.103
C 1.682 5.378 2.420 -1.062
C 1.411 6.027 3.613 -0.680
C 0.511 5.470 4.514 -0.802
C -0.106 4.265 4.221 0.013
C -2.348 2.275 2.610 0.391
C -2.904 3.539 2.431 -0.727
C -4.279 3.697 2.305 -0.569
C -5.118 2.596 2.366 -0.642
C -4.577 1.332 2.564 -0.874
C -3.204 1.171 2.679 -0.599
C -0.468 -0.380 4.127 -0.380
C -1.135 -1.321 4.899 -0.910
C -0.820 -2.599 4.366 -1.498
C 0.008 -2.349 3.288 0.013
C 0.815 -3.072 2.253 -0.322
P 1.332 -1.622 1.244 0.465
C 2.667 -0.589 1.895 0.637
C 2.709 0.768 1.598 0.214
C 3.721 1.562 2.118 -0.770
C 4.694 1.001 2.933 -0.732
C 4.655 -0.356 3.224 -0.680
C 3.646 -1.152 2.705 -0.567
C 2.227 -2.388 -0.176 1.177
C 2.751 -1.544 -1.155 -0.750
C 3.412 -2.058 -2.259 -0.714
C 3.558 -3.432 -2.403 -0.735
C 3.050 -4.285 -1.434 -0.703
C 2.396 -3.763 -0.326 -0.386
N 0.213 -1.016 3.138 -0.013
H -1.022 1.492 5.025 0.457
H 0.685 1.357 4.592 0.526
H 1.268 3.671 1.188 0.712
H 2.379 5.808 1.713 0.492
H 1.899 6.965 3.845 0.402
H 0.295 5.974 5.448 0.427
H -0.805 3.837 4.930 0.366
H -2.260 4.409 2.376 0.431
H -4.693 4.687 2.160 0.416
H -6.189 2.720 2.268 0.398
H -5.225 0.467 2.629 0.462
H -2.796 0.181 2.850 0.351
H -1.756 -1.115 5.759 0.491
H -1.156 -3.557 4.732 0.505
H 0.264 -3.747 1.596 0.196
H 1.687 -3.608 2.642 0.517
H 1.937 1.213 0.981 0.542
H 3.739 2.621 1.896 0.466
H 5.479 1.621 3.345 0.393
H 5.411 -0.796 3.861 0.421
H 3.620 -2.209 2.943 0.351
H 2.634 -0.469 -1.060 0.363
H 3.807 -1.385 -3.010 0.470
H 4.063 -3.841 -3.269 0.433
H 3.151 -5.357 -1.553 0.593
H 1.997 -4.448 0.410 0.274
C 0.599 6.151 -1.074 -0.667
C 1.101 4.992 -1.645 -0.543
C 0.342 3.828 -1.653 -0.817
C -0.927 3.809 -1.080 0.589
C -1.412 4.976 -0.485 -0.693
C -0.662 6.140 -0.493 -0.935
P -1.946 2.298 -0.942 1.343
C -3.495 2.769 -1.801 0.404
C -3.676 3.914 -2.570 -0.146
C -4.897 4.163 -3.183 -0.730
C -5.947 3.270 -3.039 -0.481
C -5.777 2.125 -2.272 -0.621
C -4.563 1.884 -1.650 -0.801
C -1.170 1.204 -2.196 -0.266
C -1.150 1.555 -3.550 -0.185
C -0.530 0.741 -4.479 -1.030
C 0.073 -0.443 -4.063 -1.050
C 0.033 -0.812 -2.730 0.120
C -0.582 0.007 -1.782 -0.412
H 1.189 7.059 -1.077 0.403
H 2.086 4.990 -2.096 0.429
H 0.745 2.933 -2.110 0.381
H -2.391 4.972 -0.018 0.720
H -1.058 7.037 -0.033 0.442
H -2.862 4.617 -2.698 0.419
H -5.024 5.059 -3.779 0.419
H -6.898 3.467 -3.518 0.383
H -6.594 1.426 -2.148 0.425
H -4.442 1.000 -1.032 0.313
H -1.628 2.473 -3.870 0.446
H -0.519 1.021 -5.524 0.408
H 0.563 -1.085 -4.785 0.463
H 0.475 -1.752 -2.426 0.525
C 3.878 -9.398 -4.248 -1.130
C 3.006 -8.357 -3.593 0.710
O 3.413 -7.549 -2.805 -0.517
S 1.302 -8.450 -4.128 -0.230
C 0.605 -7.098 -3.222 0.091
C 0.324 -7.234 -1.868 -0.487
C -0.198 -6.167 -1.161 -0.296
C -0.448 -4.952 -1.803 0.683
C -0.192 -4.834 -3.169 -0.373
C 0.336 -5.902 -3.874 -0.493
C -0.867 -3.802 -1.058 -0.063
C -1.089 -2.774 -0.458 -1.425
H 4.437 -9.920 -3.472 0.307
H 4.592 -8.886 -4.893 0.286
H 3.305 -10.110 -4.838 0.388
H 0.527 -8.173 -1.369 0.432
H -0.403 -6.259 -0.102 0.551
H -0.393 -3.894 -3.667 0.513
H 0.555 -5.804 -4.929 0.450
```

## Properties
Gap between HOMO and LUMO, eV: 6.708
Energy relative to the best compared isomer or geometry (same formula, charge and spin), kcal per mole: 5.4
Highest occupied orbital energy, eV: -6.775